24
Properties=species:S:1:pos:R:3 method="wB97M-V/def2-TZVPD" homo_lumo_gap_ev="8.9211 / 4.9607" max_force_ev_per_a=2.21 s_squared=6.068 e_homo_ev="-12.63 / -12.93" spin_multiplicity=5 relative_energy_kj_mol=98.96 total_energy_ha=-3576.996722 charge=+1
Pt -0.3425 -0.5583 -1.4139
Cl -2.1855 -2.5088 0.6219
C -2.0019 -0.9013 1.1318
C -1.3611 -0.0131 0.2285
C -1.2140 1.3202 0.6091
Cl -0.4348 2.3310 -0.5410
C -1.6023 1.7783 1.8490
Cl -1.3145 3.3847 2.3060
C -2.2073 0.8555 2.7544
Cl -2.6733 1.3912 4.2867
C -2.4154 -0.4841 2.3887
Cl -3.0901 -1.5857 3.4950
N 1.1405 1.5733 -7.4203
C 1.1376 1.1462 -6.3379
N 1.1801 0.6871 -5.1416
C 0.7010 0.1029 -4.1781
N 0.3654 -0.5162 -3.2201
Cl 3.5897 -2.6675 1.0070
C 2.8548 -1.1873 1.6119
C 1.5465 -0.9034 0.8195
O 0.4823 -0.9417 1.4458
O 1.7149 -0.6422 -0.4121
H 3.5316 -0.3510 1.4519
H 2.5980 -1.3097 2.6578

---

48
Properties=species:S:1:pos:R:3 method="wB97M-V/def2-TZVPD" homo_lumo_gap_ev=4.3257 max_force_ev_per_a=4.61 e_homo_ev=-2.43 relative_energy_kj_mol=0.00 total_energy_ha=-859.641372 charge=-1
Ba -17.7730 -11.9700 -18.3150
O -16.1972 -11.6879 -20.7994
C -15.7911 -13.0939 -20.9153
C -16.6894 -14.3979 -20.9419
O -17.3407 -14.5399 -19.6864
H -14.9555 -13.3188 -20.2525
H -15.1568 -13.2349 -21.7905
H -16.1081 -15.2690 -21.2444
H -17.4443 -14.3430 -21.7263
B -15.7515 -10.2169 -17.8390
H -15.0794 -11.0309 -18.0624
H -16.4376 -10.6457 -17.1251
H -15.1020 -9.4120 -17.5314
H -16.3354 -9.9176 -18.6955
C -14.7724 -13.8582 -15.2328
C -15.0709 -13.8437 -16.7556
C -14.1284 -14.8080 -17.5640
O -12.7815 -14.4182 -17.2808
C -11.9398 -15.5422 -17.3873
N -16.4684 -14.0003 -16.9250
H -15.1344 -14.5674 -14.4885
H -14.9341 -12.8774 -14.7854
H -13.7645 -14.1932 -14.9876
H -14.8170 -12.8851 -17.2080
H -14.1080 -14.8005 -18.6537
H -14.3477 -15.8459 -17.3136
H -12.0642 -16.4149 -16.7463
H -10.9407 -15.1991 -17.1186
H -11.9143 -15.8836 -18.4221
H -16.5887 -14.4022 -17.8437
H -16.7587 -14.7676 -16.3360
C -22.4034 -13.1928 -17.6685
C -20.9457 -12.7468 -17.6108
C -20.4057 -12.5865 -16.1574
O -19.1794 -11.8538 -16.0705
C -18.8621 -11.7093 -14.6817
N -20.1206 -13.6951 -18.3804
H -23.0081 -12.7014 -16.9063
H -22.3904 -14.2826 -17.6484
H -22.7615 -12.8817 -18.6499
H -20.9534 -11.8592 -18.2434
H -20.1946 -13.6245 -15.9004
H -21.1612 -12.0679 -15.5673
H -19.5103 -11.0258 -14.1334
H -17.8671 -11.3401 -14.4329
H -18.9647 -12.7081 -14.2575
H -20.4334 -13.8894 -19.3210
H -20.2469 -14.5390 -17.8401

---

58
Properties=species:S:1:pos:R:3 method="wB97M-V/def2-TZVPD" homo_lumo_gap_ev="7.1993 / 3.1251" max_force_ev_per_a=8.10 s_squared=0.756 e_homo_ev="-7.93 / -7.93" spin_multiplicity=2 total_energy_ha=-1641.708377 charge=0
Ba 0.0726 0.0435 0.5315
N -0.9641 0.7742 4.3144
O -0.4836 0.1102 5.1980
O -1.9233 1.5435 4.4551
O -0.4416 0.6734 3.2283
N 2.4903 2.9756 0.9733
O 2.3893 4.1396 0.5867
O 3.6195 2.6251 1.1943
O 1.5454 2.2507 1.1103
N -2.6341 2.8658 0.1002
O -1.8099 2.1605 0.5915
O -3.1607 2.7092 -0.9723
O -2.8763 3.7937 0.7594
C -3.1809 -0.4303 -3.2407
C -1.8011 0.1384 -3.1660
O -1.5132 0.5572 -1.8709
H -3.4097 -0.7372 -4.2612
H -3.9206 0.3578 -3.1004
H -3.2428 -1.2513 -2.5264
H -1.7043 0.9905 -3.8387
H -1.0068 -0.4900 -3.5689
H -2.2981 1.0655 -1.6539
C 1.2677 2.4333 -2.3675
C 2.4810 1.5510 -1.9969
O 2.0089 0.2472 -1.5156
H 1.6258 3.2477 -2.9973
H 0.8030 2.8079 -1.4555
H 0.5760 1.7231 -2.8206
H 3.2739 2.0420 -1.4328
H 2.9983 1.3352 -2.9318
H 2.8064 -0.2872 -1.5111
C 2.0387 -3.5927 -1.5176
C 0.6202 -2.9010 -1.6234
O 0.0606 -2.7404 -0.3553
H 2.4265 -3.8720 -2.4972
H 2.0127 -4.4999 -0.9138
H 2.6743 -2.7881 -1.1479
H -0.1077 -3.5547 -2.1039
H 0.6791 -1.9058 -2.0641
H -0.3458 -3.5593 -0.0622
C 3.8790 -0.1282 3.3066
C 3.3940 -0.6977 1.9315
O 2.0329 -1.2872 2.1049
H 3.4344 0.8433 3.5225
H 4.9677 -0.0819 3.3337
H 3.5878 -0.8774 4.0427
H 4.1063 -1.5113 1.7945
H 3.4513 0.0136 1.1076
H 2.1117 -1.9280 2.8153
C -4.3351 -0.2913 1.7369
C -3.2635 -0.9022 0.8408
O -2.1750 -1.3602 1.6753
H -3.9067 0.5400 2.2969
H -4.8056 -1.0257 2.3906
H -5.0924 0.0430 1.0279
H -2.8625 -0.0862 0.2396
H -3.6338 -1.6861 0.1800
H -2.5360 -2.1284 2.1239

---

53
Properties=species:S:1:pos:R:3 method="wB97M-V/def2-TZVPD" homo_lumo_gap_ev=7.5786 max_force_ev_per_a=1.15 e_homo_ev=-7.40 relative_energy_kj_mol=0.00 total_energy_ha=-3879.346932 charge=0
Pb 14.3398 -12.3767 -2.9151
Cl 15.7356 -10.0011 -2.4272
Cl 15.9578 -13.7667 -1.0274
C 17.8256 -12.5616 -3.9474
S 17.1920 -14.0805 -4.6717
O 15.7507 -14.0536 -4.3578
C 17.4182 -13.6293 -6.3864
H 18.8382 -12.3477 -4.2805
H 17.6727 -12.6752 -2.8737
H 17.1682 -11.7549 -4.2877
H 16.9895 -12.6617 -6.6461
H 17.0149 -14.4050 -7.0349
H 18.5024 -13.5811 -6.5244
C 13.4004 -12.6999 -7.5823
S 13.8102 -11.2203 -6.6500
O 14.5919 -11.7206 -5.5119
C 14.9832 -10.4842 -7.8184
H 12.6814 -12.4600 -8.3681
H 12.9321 -13.3675 -6.8606
H 14.3047 -13.1400 -7.9951
H 14.4260 -9.7392 -8.3864
H 15.3943 -11.2306 -8.4939
H 15.7508 -10.0073 -7.2146
C 12.7640 -15.5541 -0.8633
S 12.7460 -15.9100 -2.6166
O 13.0157 -14.5905 -3.2633
C 14.2873 -16.8044 -2.6282
H 12.8970 -16.4490 -0.2594
H 11.8363 -15.0398 -0.6252
H 13.6086 -14.8716 -0.7219
H 15.1103 -16.1301 -2.3844
H 14.4426 -17.3369 -3.5635
H 14.2022 -17.5768 -1.8560
C 9.9438 -11.4299 -2.5202
S 10.8580 -10.6560 -3.8447
O 12.2585 -11.1091 -3.7670
C 10.1263 -11.5871 -5.1892
H 10.4162 -11.1089 -1.5920
H 9.9733 -12.5162 -2.5647
H 8.9276 -11.0344 -2.5413
H 10.7815 -11.4636 -6.0467
H 9.1708 -11.1204 -5.4500
H 9.9370 -12.6181 -4.9033
C 12.7947 -9.8357 -0.3453
S 12.4991 -11.4887 0.2397
O 12.5310 -12.3716 -0.9800
C 14.0804 -11.7042 1.0609
H 12.0427 -9.5917 -1.0952
H 13.8090 -9.7144 -0.7263
H 12.6400 -9.1233 0.4731
H 14.1243 -10.9767 1.8725
H 14.8609 -11.5024 0.3271
H 14.1570 -12.7296 1.4086

---

51
Properties=species:S:1:pos:R:3 method="wB97M-V/def2-TZVPD" homo_lumo_gap_ev="9.4278 / 8.6670" max_force_ev_per_a=2.59 s_squared=2.003 e_homo_ev="-12.48 / -12.48" spin_multiplicity=3 relative_energy_kj_mol=54.55 total_energy_ha=-3044.143883 charge=+1
Ni -24.9563 -29.5653 24.2192
Cl -22.7306 -32.2675 23.1071
O -21.5802 -32.4961 23.9281
O -23.4881 -33.4589 22.9768
O -23.5733 -31.2840 23.7819
O -22.3118 -31.7122 21.8615
C -27.0513 -32.7237 22.6989
C -26.3776 -31.4672 22.1542
O -26.6107 -30.2867 22.9654
H -26.9889 -33.5286 21.9734
H -28.0659 -32.4201 22.9618
H -26.4817 -32.9625 23.5974
H -26.9242 -31.2762 21.2246
H -25.3271 -31.6425 21.9388
H -27.5139 -30.0252 22.7663
C -22.7409 -28.1184 21.0518
C -24.0291 -28.8017 21.4611
O -24.6613 -28.1692 22.6110
H -22.7724 -27.1625 20.5349
H -22.2750 -28.8449 20.3781
H -22.0215 -28.1336 21.8740
H -23.8447 -29.8672 21.5955
H -24.6707 -28.7744 20.5748
H -24.4440 -27.2358 22.5197
C -21.1014 -29.0962 24.5428
C -22.0665 -29.2038 25.6955
O -23.3824 -28.6849 25.3139
H -21.3336 -29.8088 23.7527
H -20.1249 -29.3781 24.9456
H -20.9542 -28.0842 24.1653
H -21.6193 -28.6698 26.5336
H -22.2199 -30.2569 25.9322
H -23.6296 -28.1414 26.0708
C -26.1332 -33.1338 26.2587
C -26.6315 -31.7238 26.0595
O -25.5160 -30.8360 25.8660
H -26.8063 -33.9279 25.9296
H -25.7875 -33.3774 27.2642
H -25.2943 -33.3399 25.5847
H -27.2958 -31.4062 26.8653
H -27.2139 -31.7322 25.1410
H -24.9522 -31.0127 26.6299
C -28.3465 -27.4193 24.4413
C -27.5116 -28.3080 25.3119
O -26.1015 -28.0712 25.0716
H -29.3876 -27.3392 24.7577
H -28.4325 -27.7454 23.4011
H -27.9635 -26.3961 24.4127
H -27.7886 -29.3584 25.2666
H -27.7467 -28.0166 26.3406
H -26.0481 -27.1240 25.2446

---

48
Properties=species:S:1:pos:R:3 method="wB97M-V/def2-TZVPD" homo_lumo_gap_ev=7.4851 max_force_ev_per_a=17.08 e_homo_ev=-4.71 relative_energy_kj_mol=838.34 total_energy_ha=-2031.308232 charge=-1
Cl 0.4194 -0.2162 1.0495
C 1.7957 2.4268 2.6748
C 0.5012 2.6821 1.8065
O 0.4858 1.8808 0.7095
H 1.9756 1.4634 3.0840
H 1.9428 3.0223 3.5175
H 2.5829 2.5265 1.9251
H 0.7158 3.4546 1.5257
H -0.4526 3.0174 2.3496
H 0.1550 1.0583 1.0292
C -3.4381 1.5407 3.0640
C -2.2439 1.0500 2.2775
O -2.1452 -0.3758 2.2253
H -3.7176 1.0681 4.1849
H -4.4591 1.3065 2.6766
H -3.3232 2.5285 3.0217
H -1.2151 1.4891 2.7085
H -2.3314 1.5301 1.2244
H -1.2587 -0.4698 1.6939
C 1.0029 -3.0862 -3.1190
C 0.0375 -3.0882 -1.8255
O 0.9294 -2.5995 -0.8493
H 0.5638 -3.4488 -3.9248
H 1.7381 -3.6177 -2.9746
H 1.5806 -2.2370 -3.1761
H -0.5376 -3.9330 -1.4935
H -0.5675 -2.1112 -1.8618
H 0.4882 -2.0060 -0.1340
C 3.5903 -1.9844 -0.1986
S 2.8724 -0.4027 -0.2869
O 4.0741 0.6801 -0.1262
C 2.4149 -0.3899 -2.0422
H 3.9761 -2.2741 0.8009
H 4.3709 -2.1372 -0.9869
H 2.8153 -2.6893 -0.6374
H 1.4072 -0.9093 -2.2345
H 3.1480 -0.8745 -2.6357
H 2.3047 0.6018 -2.3989
C -0.8679 0.8576 -1.4652
S -2.3641 1.2797 -0.5081
O -2.9324 2.5132 -1.2202
C -3.3591 -0.0773 -1.0716
H 0.0948 1.5284 -1.5298
H -1.2966 0.8101 -2.5121
H -0.5396 -0.2454 -1.3319
H -4.4050 0.1250 -0.6410
H -3.0187 -0.9625 -0.3898
H -3.5098 -0.3051 -1.9736

---

52
Properties=species:S:1:pos:R:3 method="wB97M-V/def2-TZVPD" homo_lumo_gap_ev=8.5811 max_force_ev_per_a=4.25 e_homo_ev=-8.37 total_energy_ha=-1900.363192 charge=0
K -0.7584 -0.2963 -1.4321
C 4.3366 1.9607 1.2609
C 4.2496 0.8907 0.1729
O 3.0706 1.1637 -0.5931
C 2.8026 0.1207 -1.4961
O 1.8746 -0.7523 -0.9181
C 2.0656 0.8017 -2.6061
F 3.0186 1.3757 -3.4091
F 1.4066 -0.1213 -3.3311
F 1.1156 1.7227 -2.2251
H 5.1926 1.6927 1.9239
H 3.5126 1.9697 1.9069
H 4.3346 2.9057 0.8439
H 4.3016 -0.1323 0.6329
H 5.1026 1.0437 -0.4151
H 3.7246 -0.3953 -1.8211
C 0.4526 -3.8333 -1.7161
O 0.3016 -2.5613 -2.2131
H -0.5104 -4.3633 -1.6091
H 0.8716 -3.8303 -0.6601
H 1.1966 -4.4593 -2.2491
H 1.0146 -2.0223 -1.8121
C -2.8874 2.6377 -0.7361
O -1.9154 2.3327 -1.6371
H -2.6034 2.3937 0.2609
H -3.6324 1.9797 -1.1381
H -3.3324 3.5867 -0.8721
H -1.2104 3.0177 -1.5621
C -1.1524 -2.9923 1.3899
O -0.4234 -2.0533 0.6659
H -0.7694 -3.9953 1.3659
H -2.2184 -3.0133 1.1629
H -1.2794 -2.6743 2.4129
H 0.2466 -1.8383 1.2379
C -2.2104 0.5417 2.1619
O -1.3834 -0.1353 2.9539
H -3.2364 0.4947 2.4419
H -2.1684 0.1337 1.1619
H -1.8594 1.5597 2.0369
H -0.5704 -0.2593 2.4469
C 0.6406 2.4157 1.5649
O 0.2926 1.4627 0.5749
H 1.5126 3.0017 1.2469
H 1.1036 2.0037 2.4629
H -0.1454 3.0087 1.9849
H 1.0916 1.0647 0.2279
C -4.3154 -0.9863 -0.2491
O -3.2214 -1.4643 -0.9441
H -4.6954 -0.0913 -0.7191
H -4.0344 -1.0133 0.8129
H -5.2674 -1.6333 -0.2191
H -3.0324 -2.3643 -0.7351

---

55
Properties=species:S:1:pos:R:3 method="wB97M-V/def2-TZVPD" homo_lumo_gap_ev=7.9821 max_force_ev_per_a=5.72 e_homo_ev=-12.24 relative_energy_kj_mol=0.00 total_energy_ha=-1957.208121 charge=+1
N 2.7461 1.4961 -0.3795
C 1.6106 1.7296 -1.2379
C 1.0969 3.1642 -1.1397
C -0.0392 3.4306 -2.1317
N -0.9237 2.2303 -2.2552
C -0.7174 1.4245 -1.1394
N -1.6726 1.3130 -0.2925
N 0.4922 0.7937 -0.9076
N 0.5515 -0.4720 -1.6240
H 2.9982 2.3488 0.1030
H 3.5625 1.2896 -0.9399
H 1.9170 1.5488 -2.2747
H 1.9147 3.8597 -1.2895
H 0.7610 3.3268 -0.1121
H -0.6328 4.2600 -1.7636
H 0.3702 3.6744 -3.1044
H -0.7340 1.7127 -3.1057
H -2.4814 1.9201 -0.4011
H -1.6483 0.6912 0.5055
H -0.0713 -0.4554 -2.4255
H 1.4971 -0.6539 -1.9326
C -4.3575 2.1897 5.3287
O -4.0046 1.6861 4.0219
P -4.6397 2.4954 2.7862
O -4.4808 3.9098 3.1689
O -6.1472 1.9368 2.9331
C -6.4051 0.5354 3.1225
O -4.5894 2.5932 1.1611
C -5.7160 3.2359 0.5326
H -4.2111 1.3610 6.0172
H -3.7014 3.0118 5.5969
H -5.3946 2.5143 5.3573
H -6.7435 0.3716 4.1439
H -5.5220 -0.0771 2.9459
H -7.1919 0.2378 2.4329
H -5.9405 4.1718 1.0390
H -6.5860 2.5847 0.5336
H -5.4194 3.4310 -0.4948
C 6.2154 -5.4447 -3.1133
O 4.9946 -5.6958 -2.3899
P 4.1686 -4.4057 -1.9909
O 4.1268 -3.4464 -3.0998
O 5.1444 -3.8763 -0.7990
C 5.7615 -4.7951 0.1115
O 2.7916 -4.3400 -1.1933
C 2.5382 -3.1165 -0.5061
H 6.8387 -6.3227 -2.9664
H 6.0002 -5.3216 -4.1708
H 6.7256 -4.5637 -2.7302
H 6.8287 -4.8472 -0.1020
H 5.3414 -5.7964 0.0386
H 5.6185 -4.4205 1.1235
H 2.7364 -2.2707 -1.1618
H 3.1354 -3.0347 0.3987
H 1.4875 -3.1241 -0.2279

---

53
Properties=species:S:1:pos:R:3 method="wB97M-V/def2-TZVPD" homo_lumo_gap_ev=9.8708 max_force_ev_per_a=6.73 e_homo_ev=-9.81 relative_energy_kj_mol=216.45 total_energy_ha=-1377.032370 charge=0
O -15.0199 13.9724 -17.7366
C -14.2917 14.1070 -18.7510
O -13.1540 13.3683 -19.0514
C -12.6016 13.7670 -20.2814
C -13.3942 15.0729 -20.5445
O -14.4603 15.0867 -19.5785
H -11.5504 14.0447 -20.2039
H -12.7470 13.0538 -21.0928
H -13.7179 15.2368 -21.5723
H -12.8666 15.9747 -20.2339
O -10.7272 15.9149 -12.7749
C -10.1457 16.1481 -13.8668
O -9.2586 15.3770 -14.4221
C -8.5858 16.1430 -15.3579
C -9.2863 17.4105 -15.4689
O -10.3856 17.2294 -14.6375
H -7.5088 16.2444 -15.2242
H -8.6241 15.5743 -16.2870
H -9.8079 17.6142 -16.4041
H -8.6858 18.2655 -15.1582
C -24.3558 14.3971 -7.3259
C -23.4692 14.7707 -8.4836
O -22.7149 15.9142 -8.1063
H -23.6874 14.2441 -6.4786
H -24.7421 13.3780 -7.3404
H -25.1755 15.1012 -7.1830
H -24.0631 14.9604 -9.3777
H -22.7271 14.0190 -8.7523
H -23.0781 16.7380 -8.4395
C -13.2385 6.6239 -14.8494
C -13.6108 5.1900 -14.5637
O -14.8716 5.1301 -14.0137
H -12.5638 6.8296 -15.6804
H -12.6736 6.9473 -13.9752
H -14.1445 7.2099 -15.0047
H -13.0889 4.6060 -13.8056
H -13.7260 4.6531 -15.5052
H -15.2451 5.9895 -14.2227
O -21.0971 12.4683 -14.1670
H -21.7925 12.0129 -13.6924
H -20.4292 12.6436 -13.5042
O -19.1574 8.2420 -15.5817
H -19.2084 9.1936 -15.6724
H -18.9752 7.9260 -16.4667
O -22.2778 8.5127 -11.6219
H -22.9153 7.9553 -11.1756
H -21.9363 7.9669 -12.3303
O -14.0897 11.6038 -6.9945
H -14.2525 12.3959 -7.5067
H -14.9314 11.1482 -6.9830
O -17.0136 11.7079 -10.6003
H -17.2018 10.9139 -11.1006
H -16.2068 12.0491 -10.9862

---

45
Properties=species:S:1:pos:R:3 method="wB97M-V/def2-TZVPD" homo_lumo_gap_ev="1.8144 / 9.7785" max_force_ev_per_a=2.63 s_squared=0.750 e_homo_ev="0.90 / -7.16" spin_multiplicity=2 relative_energy_kj_mol=72.90 total_energy_ha=-775.061818 charge=-1
C -14.2676 -22.9602 -24.7273
C -13.8741 -24.4196 -24.9367
O -14.4869 -25.0094 -26.0762
H -14.2325 -22.3265 -25.6134
H -13.8399 -22.5358 -23.8190
H -15.3306 -23.0397 -24.4995
H -14.0975 -24.9597 -24.0167
H -12.7970 -24.4763 -25.0936
H -13.6802 -25.3016 -26.5068
C -14.7279 -28.2503 -17.6063
C -16.1255 -28.5312 -17.0418
O -16.9411 -28.7403 -18.1732
H -14.4783 -29.1688 -18.1376
H -14.0634 -28.0985 -16.7557
H -14.7759 -27.3393 -18.2028
H -16.5834 -27.7168 -16.4804
H -16.0794 -29.3419 -16.3148
H -17.7307 -29.1442 -17.8058
C -8.6618 -23.6666 -19.0624
C -9.5820 -24.6732 -19.6169
O -10.8439 -24.5016 -18.9862
H -7.6659 -23.7581 -19.4958
H -8.4758 -23.7167 -17.9895
H -8.9743 -22.6832 -19.4136
H -9.1429 -25.6676 -19.5374
H -9.5299 -24.5775 -20.7014
H -10.7263 -24.5290 -18.0338
C -14.2875 -25.8875 -20.4788
C -13.9210 -24.5348 -20.9124
O -13.5650 -23.8982 -19.6982
H -14.9724 -25.9044 -19.6310
H -13.3956 -26.4072 -20.1288
H -14.8092 -26.4866 -21.2251
H -14.6722 -24.0454 -21.5323
H -13.0287 -24.6072 -21.5342
H -12.6087 -23.8534 -19.6271
C -16.7322 -24.4594 -17.5575
C -15.4346 -24.0369 -16.7517
O -15.3287 -22.6151 -16.9766
H -16.8119 -25.5453 -17.5074
H -16.5244 -24.2318 -18.6030
H -17.5760 -23.7890 -17.3942
H -14.5576 -24.6152 -17.0422
H -15.5909 -24.1496 -15.6788
H -14.9487 -22.4176 -17.8359